Entry 1:
{"formula": "C8H4N3O4", "method": "ωB97M-V with the def2-TZVPD basis set", "species": ["N", "C", "O", "N", "C", "O", "C", "H", "C", "O", "C", "C", "H", "N", "H", "H", "C", "O", "C"], "coordinates": [[-2.52, -3.04, -0.42], [0.32, 0.53, -0.62], [-0.65, -0.81, -2.39], [-0.56, -1.51, -0.18], [1.40, 2.63, -0.35], [-0.03, -1.68, 2.07], [-0.37, -0.66, -1.23], [1.36, 0.91, 2.59], [1.63, 2.34, 0.99], [-3.13, -1.98, -0.56], [1.20, 1.15, 1.55], [0.54, 0.25, 0.73], [0.56, 1.94, -2.21], [-1.28, -3.15, -0.19], [2.14, 3.07, 1.61], [1.74, 3.57, -0.75], [0.74, 1.72, -1.17], [-3.06, -4.16, -0.48], [-0.04, -1.10, 1.01]], "charge": -1, "orbital_gap_ev": 8.45, "e_above_lowest_kcal_mol": 0.0}

=====

Entry 2:
{"formula": "C8H5ClO3", "method": "ωB97M-V with the def2-TZVPD basis set", "species": ["C", "C", "C", "H", "H", "O", "C", "C", "O", "H", "C", "H", "Cl", "H", "C", "C", "O"], "coordinates": [[2.25, 0.98, -0.07], [2.22, -0.42, 0.43], [1.22, 1.42, -0.78], [-1.83, -1.83, -0.15], [0.72, -1.59, 1.60], [3.21, -1.11, 0.53], [0.86, -0.91, 0.78], [0.12, 0.47, -1.06], [-0.44, 0.39, -2.13], [3.10, 1.59, 0.16], [-1.57, -0.91, 0.35], [-1.65, -1.12, 1.41], [-4.27, -0.42, 0.01], [1.16, 2.42, -1.18], [-0.17, -0.47, 0.07], [-2.57, 0.16, 0.07], [-2.35, 1.33, -0.05]], "orbital_gap_ev": 9.10, "e_above_lowest_kcal_mol": 6.1, "smiles": "O=C1C=CC(=O)C(CC(=O)Cl)=C1"}

=====

Entry 3:
{"formula": "C8H5N2O4S", "method": "ωB97M-V with the def2-TZVPD basis set", "species": ["H", "C", "O", "H", "S", "O", "C", "C", "C", "C", "O", "C", "H", "C", "N", "N", "H", "O", "H", "C"], "coordinates": [[-0.92, -0.06, 1.91], [-1.00, -0.19, -0.28], [3.60, -1.68, -0.87], [-1.57, -1.12, -0.34], [3.33, 1.15, 0.08], [-0.21, 0.18, -3.81], [-0.77, -0.37, -2.87], [-0.09, -0.15, -1.46], [-0.30, -0.09, 1.03], [2.46, 2.57, 0.13], [2.55, -2.23, 0.96], [1.23, -0.05, -1.34], [1.86, -0.02, -2.22], [1.02, 0.00, 1.14], [2.82, -1.51, 0.03], [1.88, 3.56, 0.19], [1.51, 0.08, 2.10], [-1.77, -1.10, -2.80], [-1.74, 0.61, -0.37], [1.89, -0.03, -0.04]], "charge": -1, "orbital_gap_ev": 7.79, "e_above_lowest_kcal_mol": 94.3, "smiles": "N#CS[C@@]1([N+](=O)[O-])C=CCC(C(=O)[O-])=C1"}

=====

Entry 4:
{"formula": "C8H5N2O5Pm", "method": "ωB97M-V with the def2-TZVPD basis set", "species": ["O", "N", "Pm", "C", "H", "O", "H", "C", "C", "C", "H", "C", "H", "C", "N", "O", "O", "O", "C", "C", "H"], "coordinates": [[1.61, 1.84, -2.99], [0.55, 0.17, 1.06], [-0.65, -0.51, -1.24], [-0.76, 1.99, -0.45], [2.04, 1.43, 3.78], [-3.77, 1.23, -0.14], [1.15, -1.85, 1.21], [-0.70, -5.18, -3.04], [-2.88, 0.47, -0.11], [1.11, 1.13, -2.21], [0.04, -2.20, -1.34], [-1.90, 1.36, -2.46], [0.49, 2.27, 1.76], [0.83, 1.28, 1.90], [1.83, -0.49, 2.75], [-0.30, -6.21, -2.71], [-2.78, 1.29, -3.18], [-1.11, 3.09, -0.49], [1.63, 0.87, 2.95], [1.18, -0.86, 1.62], [2.37, -1.12, 3.33]], "charge": 2, "orbital_gap_ev": [6.77, 6.91], "spin_multiplicity": 5}

=====

Entry 5:
{"formula": "C8H6", "method": "ωB97M-V with the def2-TZVPD basis set", "species": ["C", "C", "C", "C", "C", "C", "H", "H", "H", "H", "H", "H", "C", "C"], "coordinates": [[1.38, 1.02, 0.51], [-0.99, 0.58, -0.98], [0.17, 0.44, -1.59], [-0.44, -1.83, 0.48], [-0.91, 0.67, 0.47], [-0.17, -0.57, 0.26], [0.09, 2.55, 1.33], [-1.91, 0.68, 1.05], [-1.23, -2.16, 1.16], [0.37, -2.55, 0.23], [1.87, -0.85, -0.74], [0.37, 0.48, -2.70], [0.30, 1.59, 0.97], [1.10, -0.05, -0.46]], "orbital_gap_ev": [7.59, 7.39], "e_above_lowest_kcal_mol": 113.5}

=====

Entry 6:
{"formula": "C8H6BiN2O4", "method": "ωB97M-V with the def2-TZVPD basis set", "species": ["C", "C", "O", "C", "H", "C", "O", "N", "H", "H", "Bi", "C", "H", "N", "C", "H", "O", "C", "H", "O", "C"], "coordinates": [[0.02, 2.20, -3.59], [0.01, 0.94, 0.89], [2.70, -1.92, -1.40], [-0.02, -1.26, 1.04], [0.02, 1.95, 0.43], [-0.02, -0.73, 2.28], [-2.72, -1.87, -1.42], [0.00, 0.62, 2.17], [0.01, 2.59, 2.92], [-0.02, -1.29, 3.23], [0.01, -0.09, -2.16], [1.70, -1.38, -1.68], [0.89, 1.38, 3.91], [0.00, -0.21, 0.17], [0.00, -1.43, -3.91], [-0.89, 1.40, 3.90], [0.04, 3.22, -4.15], [-1.71, -1.35, -1.70], [-0.02, -2.31, 0.70], [0.00, -2.02, -4.91], [0.00, 1.56, 3.29]], "charge": 3, "orbital_gap_ev": 6.09, "e_above_lowest_kcal_mol": 16.6}

=====

Entry 7:
{"formula": "C8H6Cl2N2O3RhSm", "method": "ωB97M-V with the def2-TZVPD basis set", "species": ["O", "C", "N", "N", "H", "H", "O", "C", "Rh", "C", "H", "H", "C", "H", "C", "O", "Cl", "C", "H", "C", "Sm", "Cl", "C"], "coordinates": [[3.41, -3.67, -3.75], [2.38, -3.55, -3.21], [-0.24, 0.64, 0.28], [0.61, 3.21, 3.31], [-1.16, 1.20, 3.41], [0.13, 3.17, 4.20], [-3.42, 0.47, -2.17], [0.70, 1.57, 0.06], [-0.80, -0.64, -1.33], [-0.61, 1.33, 2.50], [1.27, 3.95, 3.21], [1.75, 3.21, 0.89], [-0.89, 0.47, 1.44], [-1.62, -0.34, 1.48], [-2.37, 0.06, -1.85], [-1.00, -5.48, -4.31], [-2.07, -2.81, -0.87], [0.34, 2.34, 2.31], [1.16, 1.58, -0.93], [1.01, 2.45, 1.08], [0.32, -3.07, -1.81], [1.56, -1.35, -0.40], [-0.48, -4.73, -3.57]], "charge": 4, "orbital_gap_ev": [7.15, 6.09], "e_above_lowest_kcal_mol": 8.5, "spin_multiplicity": 10}

=====

Entry 8:
{"formula": "C8H6Cl2O2", "method": "ωB97M-V with the def2-TZVPD basis set", "species": ["H", "H", "Cl", "C", "O", "C", "H", "H", "C", "C", "O", "C", "Cl", "H", "C", "H", "C", "C"], "coordinates": [[2.41, -1.49, 0.38], [-1.76, -1.46, 1.35], [-2.50, 0.42, -1.58], [0.44, 1.69, -0.47], [-2.43, -2.24, -0.44], [1.95, -0.56, 0.30], [-2.94, -2.79, 0.09], [-0.20, 2.61, -0.53], [1.83, 1.81, -0.38], [-1.65, 0.09, -0.04], [-0.15, -1.78, 0.22], [0.59, -0.67, 0.10], [-2.39, 1.00, 1.38], [2.30, 2.76, -0.66], [2.58, 0.69, -0.02], [3.63, 0.79, 0.11], [-1.50, -1.39, 0.26], [-0.20, 0.51, -0.08]], "orbital_gap_ev": 9.32, "e_above_lowest_kcal_mol": 10.1, "smiles": "O[C@H]1Oc2ccccc2C1(Cl)Cl"}

=====

Let's list maximum force in order: 0.0886 0.0297 0.0417 0.1325 0.0634 0.1982 0.2216 0.0978 hartree/bohr.
Let's list calculated total energy in order: -21018.668 -27040.699 -30380.414 -38128.374 -8384.314 -25365.691 -63423.750 -37532.097 eV.